ORCA calculation (ωB97M-V/def2-TZVPD) on 13 unconnected molecules or ions with the total composition C29H86N4O13.

The value obtained for the total energy is -64043.15023 eV.

Each line ends with the Löwdin charge.
Atoms and positions in Å:
H1 3.444 -40.012 -19.078  0.063
C1 8.750 -32.641 -23.602  -0.333
O1 -0.737 -37.111 -20.213  -0.121
H2 10.689 -33.557 -23.302  0.075
H3 5.560 -31.885 -24.825  0.073
H4 5.212 -32.398 -23.152  0.055
C2 7.390 -39.254 -22.677  -0.084
O2 5.408 -38.701 -27.205  -0.083
H5 6.953 -41.134 -21.781  0.116
H6 -0.057 -30.759 -25.639  0.073
H7 5.611 -41.830 -25.929  0.071
N1 0.017 -39.163 -24.429  0.153
H8 2.735 -39.563 -22.838  0.075
H9 0.909 -36.465 -24.701  0.107
H10 -1.673 -32.092 -28.793  0.079
H11 -4.385 -38.327 -25.008  0.093
H12 2.079 -39.394 -20.689  0.088
H13 9.441 -33.999 -22.131  0.073
H14 -0.688 -34.713 -24.601  0.063
O3 3.349 -36.608 -24.444  -0.217
O4 -1.400 -31.422 -28.159  -0.072
O5 2.626 -39.627 -18.752  -0.082
H15 0.422 -36.358 -22.376  0.073
C3 -0.088 -36.377 -27.999  -0.330
N2 -5.570 -34.064 -24.396  0.042
N3 2.113 -39.087 -23.468  0.175
H16 -3.694 -33.926 -25.231  0.126
H17 2.713 -35.039 -25.611  0.138
C4 3.059 -33.595 -20.455  -0.299
H18 6.245 -36.954 -29.737  0.107
H19 7.900 -32.283 -23.013  0.096
C5 4.751 -36.507 -24.609  -0.060
H20 -0.902 -39.545 -24.538  0.084
C6 2.693 -35.376 -24.563  -0.207
H21 -1.762 -30.226 -25.860  0.082
H22 -4.125 -35.619 -22.716  0.133
H23 2.341 -38.275 -24.022  0.058
H24 -1.371 -31.607 -24.856  0.049
H25 -4.095 -32.013 -23.800  0.084
H26 7.802 -38.787 -29.113  0.063
O6 5.184 -40.199 -22.389  -0.082
H27 -1.265 -36.810 -26.355  0.053
H28 6.614 -39.512 -25.719  0.108
C7 -1.756 -39.263 -20.244  -0.073
H29 4.930 -39.551 -25.315  0.099
H30 5.118 -35.806 -23.850  0.099
H31 3.079 -32.163 -24.531  0.093
H32 3.107 -31.510 -20.026  0.086
C8 -1.092 -31.076 -25.770  -0.068
H33 5.193 -37.464 -24.330  0.065
O7 7.016 -36.361 -27.898  -0.092
H34 -2.017 -32.745 -26.694  0.093
H35 8.446 -39.502 -22.772  0.081
H36 0.249 -38.305 -24.890  0.048
C9 3.609 -31.268 -24.162  -0.326
H37 2.924 -36.983 -18.966  0.083
H38 -2.551 -35.410 -23.486  0.110
O8 -4.015 -36.387 -24.632  -0.186
C10 -4.098 -34.072 -24.227  -0.434
H39 -4.184 -32.939 -22.343  0.081
H40 4.500 -32.099 -20.925  0.062
O9 9.251 -31.593 -24.441  -0.083
H41 7.271 -38.667 -21.762  0.078
H42 1.899 -34.182 -21.993  0.032
H43 6.714 -41.131 -23.472  0.103
H44 0.674 -33.977 -25.412  0.066
C11 -1.173 -32.071 -26.908  -0.326
C12 1.267 -35.583 -24.140  -0.418
N4 1.265 -35.901 -22.712  0.070
H45 6.678 -37.160 -27.470  0.035
H46 -2.144 -37.094 -27.859  0.084
H47 0.556 -35.710 -27.410  0.096
H48 3.162 -34.583 -23.969  0.121
C13 2.900 -37.493 -19.929  -0.078
H49 1.115 -38.431 -19.457  0.091
C14 -1.880 -37.850 -20.758  -0.281
C15 9.853 -33.175 -22.718  -0.091
H50 -4.173 -38.159 -23.383  0.092
O10 -0.175 -35.881 -29.324  -0.071
H51 0.338 -37.385 -28.003  0.113
H52 -0.782 -36.195 -20.504  0.066
H53 8.427 -33.447 -24.269  0.109
H54 5.584 -30.752 -23.452  0.081
H55 7.015 -38.628 -23.486  0.049
H56 -1.833 -39.262 -19.158  0.083
H57 8.630 -31.506 -25.169  0.073
H58 7.545 -35.823 -29.813  0.108
H59 2.288 -33.760 -19.695  0.114
H60 4.456 -38.609 -27.311  0.101
C16 0.863 -39.678 -23.437  -0.644
H61 -1.809 -37.765 -21.846  0.087
C17 8.201 -37.816 -29.440  -0.096
H62 -5.810 -34.967 -24.805  0.065
C18 6.556 -40.508 -22.589  -0.323
C19 0.351 -34.423 -24.464  -0.032
H63 -2.689 -39.772 -20.526  0.080
H64 2.345 -36.801 -20.566  0.037
O11 2.945 -30.780 -23.011  -0.086
C20 3.809 -32.338 -20.110  -0.082
H65 4.552 -41.163 -27.210  0.077
H66 3.736 -34.446 -20.571  0.108
H67 3.906 -37.671 -20.312  0.069
H68 -2.728 -37.996 -24.348  0.062
H69 -2.751 -37.327 -20.356  0.110
H70 6.261 -41.222 -27.480  0.075
H71 -1.945 -35.445 -27.259  0.069
C21 5.623 -39.644 -26.160  -0.316
H72 5.041 -36.244 -25.627  0.093
H73 10.215 -32.380 -22.067  0.076
C22 -3.639 -35.414 -23.683  -0.210
H74 -2.634 -32.798 -23.209  0.064
O12 2.372 -33.375 -21.697  -0.133
C23 5.060 -31.606 -23.891  -0.102
H75 2.811 -31.530 -22.406  0.032
H76 9.101 -37.698 -28.832  0.075
H77 0.478 -33.606 -23.751  0.087
H78 0.582 -36.181 -29.833  0.081
C24 -3.790 -37.717 -24.323  -0.135
H79 4.432 -32.461 -19.228  0.080
O13 0.555 -40.617 -22.732  0.035
C25 7.199 -36.697 -29.258  -0.335
C26 -3.712 -32.922 -23.328  -0.068
H80 -6.061 -34.082 -23.505  0.071
H81 1.988 -36.568 -22.456  0.056
C27 2.089 -38.779 -19.791  -0.286
H82 -0.288 -32.713 -26.973  0.093
H83 8.517 -37.977 -30.474  0.072
C28 5.514 -41.068 -26.699  -0.073
H84 5.041 -40.179 -21.440  0.076
C29 -1.456 -36.412 -27.360  -0.077
H85 -0.892 -39.772 -20.656  0.061
H86 3.525 -30.566 -24.992  0.111

Forces on atoms 1 to 6 (eV/Å):
H 0.0 0.0 0.0
C 0.2 -0.2 -0.7
O 0.0 -0.2 -0.3
H 0.0 0.0 -0.1
H 0.0 0.0 0.1
H -0.4 -0.2 -0.2